A structure of composition C17H21N3O10S2TcTe. Source: OMol25; level of theory: ωB97M-V/def2-TZVPD.

For the energy above the lowest of the compared OMol25 structures with the same formula, charge and spin, the calculation gives 186.3 kJ/mol. Its expectation value of S² is 1.23. The HOMO-LUMO gap (alpha / beta) comes out at 4.91 / 4.87 eV. Its net charge is -2. As for the multiplicity: 2.

Positions of all 55 atoms, in Å:
Tc (0.52669, -1.14045, 0.06897)
C (-1.90741, 3.83825, 0.52937)
O (-1.30721, 2.87345, 1.37097)
C (-1.52511, 1.55995, 1.16127)
O (-0.81721, 0.75505, 1.74767)
N (-2.67641, 1.22335, 0.50527)
N (-3.00361, -0.16245, 0.39437)
H (-1.41951, 4.78235, 0.77397)
H (-2.98611, 3.91695, 0.71257)
H (-1.73251, 3.59445, -0.52013)
H (-2.79521, 1.67175, -0.41163)
H (-2.60841, -0.62625, 1.21477)
H (-2.48721, -0.54645, -0.40783)
O (2.81439, 2.11685, -1.55803)
S (2.48399, 0.88985, -2.26833)
O (3.65839, 0.26415, -2.86323)
O (1.68919, -0.05465, -1.50203)
C (1.43149, 1.32115, -3.64423)
C (1.96229, 1.47435, -4.90733)
C (1.14279, 1.73935, -5.99713)
C (-0.24621, 1.82975, -5.80403)
C (-0.77311, 1.66835, -4.53923)
C (0.05359, 1.41525, -3.45103)
S (-0.71261, 1.21495, -1.86123)
O (-1.00461, -0.19795, -1.64263)
O (-1.98661, 1.95815, -2.01423)
O (0.06579, 1.84805, -0.81183)
H (3.03389, 1.37045, -5.00983)
H (1.55419, 1.84965, -6.99233)
H (-0.89341, 2.01635, -6.65203)
H (-1.83451, 1.73625, -4.34903)
O (0.18899, -3.94885, 0.53257)
N (0.82539, -3.86855, -0.66303)
O (1.00029, -2.64585, -1.01033)
C (3.90009, 0.12565, 0.63907)
Te (1.93399, 0.99955, 0.92467)
C (2.33829, 0.97715, 3.10537)
H (3.96249, -0.83315, 1.15197)
H (4.69909, 0.78505, 0.97367)
H (3.98529, -0.02345, -0.43133)
H (3.17359, 1.63005, 3.35137)
H (2.54969, -0.01375, 3.49147)
H (1.45009, 1.34965, 3.60417)
C (-0.11851, -2.75405, 1.17557)
C (-0.79041, -3.07845, 2.40467)
C (-1.04961, -4.41985, 2.79737)
C (-1.72161, -4.72375, 3.95797)
C (-2.18531, -3.71415, 4.79507)
C (-1.93141, -2.38975, 4.43957)
C (-1.24461, -2.07385, 3.29067)
H (-0.71071, -5.21755, 2.15387)
H (-1.89871, -5.76265, 4.22677)
H (-2.72741, -3.95815, 5.70027)
H (-2.29631, -1.59305, 5.07767)
H (-1.03211, -1.04845, 3.03927)

Atomic forces in eV per Å
Tc -1.14 -2.00 1.58
C -0.14 0.10 -0.27
O 0.26 -0.11 0.07
C -0.25 -0.26 0.84
O -0.36 0.27 0.03
N -0.12 -0.04 -0.32
N -0.03 -0.20 0.04
H -0.07 -0.05 -0.01
H 0.08 -0.04 0.04
H -0.01 0.11 0.10
H -0.09 0.01 0.45
H -0.05 0.15 -0.20
H -0.03 0.17 0.42
O -0.34 -0.17 -0.64
S 2.04 0.36 -0.67
O -0.43 0.11 -0.21
O 0.18 -0.18 -0.88
C -0.72 -0.23 0.57
C 0.28 0.17 -0.43
C -0.68 -0.04 0.36
C 0.85 -0.05 -0.27
C -0.26 0.00 0.29
C 0.61 -0.03 -0.29
S -2.15 1.38 0.72
O 0.62 -0.25 -0.15
O 0.25 -0.13 -0.94
O -0.25 0.24 -1.18
H 0.03 -0.04 -0.07
H 0.08 0.01 0.02
H -0.06 0.01 0.03
H -0.04 0.03 -0.07
O 0.07 0.41 0.27
N -0.08 -0.63 -0.10
O 0.36 -0.37 -0.53
C -0.26 0.16 -0.07
Te 1.65 -0.03 2.94
C -0.25 -0.06 -0.39
H -0.14 0.04 0.03
H -0.06 0.15 0.06
H 0.24 -0.16 0.04
H 0.10 0.14 -0.16
H 0.00 -0.29 -0.13
H -0.21 0.08 0.03
C 1.05 1.60 -1.68
C -0.77 -0.62 1.17
C 0.24 0.38 -0.44
C -0.23 -0.02 0.42
C 0.07 0.06 -0.10
C -0.31 -0.20 0.41
C 0.38 -0.28 -0.65
H 0.02 -0.03 -0.03
H 0.02 0.04 -0.06
H -0.02 0.04 0.05
H 0.05 0.06 0.03
H 0.03 0.21 -0.08

---

A structure of composition C56H61F15O10. Source: OMol25; level of theory: ωB97M-V/def2-TZVPD.

The HOMO-LUMO gap comes out at 5.99 eV. Its net charge is 0.

Positions of all 142 atoms, in Å:
C (4.49878, -1.56819, 3.54975)
C (5.47546, -2.11690, 2.69870)
C (5.30621, -2.14520, 1.26620)
C (4.09105, -1.74171, 0.69483)
C (3.15852, -1.21694, 1.56550)
C (3.34482, -1.07072, 2.90939)
H (4.58022, -1.47226, 4.62240)
H (6.28402, -2.69948, 3.11490)
H (6.04861, -2.66436, 0.67822)
H (3.93355, -1.81402, -0.37117)
H (2.21348, -0.88897, 1.15840)
H (2.53179, -0.68175, 3.50444)
C (-3.57331, 1.95754, -4.34225)
C (-2.36888, 2.24190, -3.83033)
C (-2.14737, 2.00347, -2.48752)
C (-3.14549, 1.60320, -1.64364)
C (-4.37441, 1.24814, -2.10996)
C (-4.53567, 1.33712, -3.45898)
H (-3.69105, 2.01709, -5.41416)
H (-1.48891, 2.52823, -4.38717)
H (-1.14803, 2.24509, -2.15689)
H (-2.84115, 1.51511, -0.61116)
H (-5.13188, 0.86858, -1.44020)
H (-5.49480, 0.98648, -3.81043)
C (-1.45180, 0.49682, -0.22936)
C (-0.64785, 1.57305, -0.44034)
C (0.69520, 1.46992, -0.25662)
C (1.18134, 0.29682, 0.34756)
C (0.29792, -0.78352, 0.56320)
C (-1.01196, -0.73540, 0.22920)
H (-2.45729, 0.75379, -0.52828)
H (-1.03704, 2.52673, -0.76504)
H (1.34475, 2.29377, -0.51303)
H (2.24193, 0.32004, 0.55007)
H (0.65680, -1.67818, 1.05022)
H (-1.60326, -1.61051, 0.45489)
C (1.64642, -3.86614, 3.64142)
C (1.52546, -2.79608, 2.71424)
C (0.64354, -1.72934, 2.96528)
C (-0.10824, -1.70725, 4.13938)
C (0.18715, -2.63180, 5.11250)
C (0.98953, -3.74256, 4.83255)
H (2.26593, -4.72966, 3.44923)
H (2.09273, -2.87981, 1.79904)
H (0.62449, -0.94964, 2.21821)
H (-0.64006, -0.76977, 4.20789)
H (-0.37221, -2.51699, 6.02920)
H (1.20867, -4.51225, 5.55777)
C (2.75766, -4.04855, -2.21709)
C (2.82914, -2.77124, -2.85328)
C (2.01355, -1.78116, -2.32206)
C (1.23527, -1.96080, -1.16150)
C (1.18669, -3.27007, -0.63848)
C (1.86173, -4.32846, -1.18977)
H (3.36660, -4.83950, -2.62939)
H (3.48755, -2.70061, -3.70646)
H (2.01889, -0.78907, -2.74883)
H (0.63134, -1.14426, -0.79418)
H (0.61632, -3.50343, 0.24843)
H (1.82253, -5.27305, -0.66765)
C (2.12518, 2.91989, 2.26255)
C (2.73505, 2.70235, 1.01644)
C (3.72295, 1.74718, 0.89662)
C (4.11172, 1.03639, 2.04529)
C (3.41946, 1.28033, 3.25060)
C (2.51169, 2.30273, 3.38158)
H (1.33472, 3.64502, 2.38808)
H (2.32456, 3.14735, 0.12209)
H (3.98028, 1.55331, -0.13420)
H (4.89937, 0.30459, 1.94295)
H (3.63337, 0.70838, 4.14140)
H (1.97909, 2.45114, 4.30932)
C (-3.25042, 2.07596, 2.36367)
C (-3.55449, 0.65073, 1.87635)
O (-4.96012, 0.46259, 1.80350)
C (-5.67506, 0.92322, 0.73874)
O (-5.20343, 1.43693, -0.24527)
C (-7.21985, 0.70338, 0.91073)
F (-7.63894, 0.24678, -0.22348)
F (-7.34343, -0.24287, 1.81486)
F (-7.87220, 1.81096, 1.26118)
H (-2.25846, 2.25937, 2.77653)
H (-3.89410, 2.32413, 3.20759)
H (-3.43187, 2.87020, 1.63953)
H (-3.17918, -0.08950, 2.58297)
H (-2.93881, 0.56104, 0.98136)
C (-2.62488, -3.72647, -1.67799)
C (-1.38190, -3.40860, -0.87316)
O (-1.50547, -4.07717, 0.37523)
C (-0.72843, -3.68195, 1.53239)
O (0.16608, -2.78335, 1.46031)
C (-0.94426, -4.53319, 2.75407)
F (0.23484, -5.14030, 3.06146)
F (-1.33449, -3.81269, 3.73286)
F (-1.85221, -5.50916, 2.57236)
H (-2.50672, -3.68862, -2.76091)
H (-3.36429, -2.99612, -1.34942)
H (-3.09858, -4.65795, -1.36806)
H (-1.26501, -2.32604, -0.82309)
H (-0.50426, -3.84617, -1.34894)
C (-1.01185, -1.15122, -2.27151)
C (-0.33943, 0.19935, -2.35990)
O (0.88573, 0.16991, -3.15894)
C (0.83193, -0.02079, -4.54387)
O (-0.15992, 0.02696, -5.28497)
C (2.17528, -0.41315, -5.14422)
F (2.18650, 0.03721, -6.40222)
F (3.19274, 0.11822, -4.37947)
F (2.26073, -1.77916, -5.21244)
H (-1.36776, -1.59592, -3.20085)
H (-1.79910, -1.12342, -1.51814)
H (-0.36689, -1.95697, -1.92095)
H (-0.01989, 0.56096, -1.38254)
H (-0.92388, 1.05890, -2.68809)
C (-0.52170, 1.70917, 3.74700)
C (-0.35669, 1.45187, 2.27961)
O (-1.32899, 2.18898, 1.53343)
C (-1.05552, 3.42016, 1.09648)
O (0.01695, 3.98048, 1.23303)
C (-2.08404, 4.03361, 0.05038)
F (-3.13404, 3.28297, -0.11982)
F (-2.44926, 5.22821, 0.56760)
F (-1.44341, 4.31155, -1.06558)
H (-0.41892, 2.78822, 3.86191)
H (0.23195, 1.21592, 4.36085)
H (-1.46981, 1.48818, 4.23727)
H (-0.58510, 0.41877, 2.01764)
H (0.69070, 1.52459, 1.98670)
C (2.41474, 3.12765, -1.48973)
C (1.64358, 4.22148, -2.18526)
O (1.34637, 3.90229, -3.55027)
C (0.25820, 3.18941, -3.86679)
O (-0.60481, 2.74671, -3.09900)
C (0.22893, 3.01192, -5.42968)
F (1.18902, 3.72984, -6.03254)
F (0.46387, 1.73287, -5.71750)
F (-0.93881, 3.48512, -5.91396)
H (2.01553, 2.12922, -1.66826)
H (2.57320, 3.30117, -0.42537)
H (3.46609, 3.11210, -1.77698)
H (2.27853, 5.10695, -2.15529)
H (0.75666, 4.27332, -1.55378)

Atomic forces in eV per Å
C -0.51 0.28 -1.89
C -0.75 -0.26 -1.02
C -0.47 -0.47 1.75
C 1.29 0.12 0.96
C -0.18 -0.59 -1.09
C 1.09 -2.24 1.56
H 0.26 -0.29 0.05
H 0.41 0.38 0.06
H 0.16 0.15 -0.09
H -0.19 -0.04 -0.05
H 1.48 -1.42 0.97
H 0.26 -0.26 -0.12
C -2.39 -1.82 0.37
C -1.58 -0.80 -0.99
C -6.84 -1.04 2.58
C -0.79 0.81 -1.59
C 0.92 -1.42 -3.42
C -0.34 1.03 -2.19
H -0.53 0.06 -0.08
H -3.55 -0.99 -0.96
H -4.61 -1.57 3.16
H -3.89 4.41 -1.90
H 0.47 -1.15 -3.48
H -0.06 0.05 -0.60
C 0.13 -1.80 1.98
C 0.16 1.22 1.81
C 0.92 -0.34 3.04
C -1.50 3.05 -1.87
C 2.08 3.42 0.46
C -0.12 2.38 1.91
H 2.47 -5.22 1.13
H 0.46 -1.25 0.43
H -2.11 -1.47 1.15
H -0.78 0.18 -0.49
H 0.76 3.07 -2.98
H -0.60 0.86 0.30
C 2.29 4.11 -1.31
C 2.91 -2.51 4.59
C 1.25 0.84 5.16
C 2.43 2.19 -2.31
C 0.12 -1.15 1.36
C 0.10 1.68 2.49
H 0.21 0.22 -0.14
H -0.02 -0.19 0.48
H -0.14 0.18 2.03
H -0.69 -0.36 0.86
H 0.23 -0.40 0.39
H -0.41 0.05 0.42
C -0.04 0.16 -1.21
C -0.63 -2.25 2.08
C 1.70 -0.16 0.65
C 2.50 -3.21 -2.27
C 0.70 0.50 0.03
C 1.73 0.78 -0.37
H 0.13 -0.19 0.02
H -0.04 0.40 0.24
H 1.02 -1.36 0.87
H 1.63 -1.72 -2.18
H 1.61 -0.15 -2.65
H 0.05 -0.32 -0.30
C 0.30 2.70 -1.27
C -0.23 -0.55 5.27
C -0.28 0.67 0.59
C 0.04 1.63 -0.41
C 1.96 0.93 0.38
C 0.58 -1.67 0.96
H 0.72 -0.14 -0.20
H -4.94 -2.99 14.32
H 0.99 -0.47 0.06
H 0.08 0.30 0.27
H 0.45 0.34 -0.07
H 0.27 0.18 0.14
C -2.83 0.67 3.23
C 1.32 1.87 0.66
O -1.57 -0.26 -1.39
C 1.06 0.52 1.50
O -2.35 1.94 7.25
C 2.79 0.19 0.78
F -1.27 -0.27 -1.71
F -1.07 -0.44 1.01
F 0.01 -0.29 -0.03
H -2.77 -0.50 0.85
H -0.82 -0.29 0.15
H -0.29 -0.76 0.54
H -0.25 -0.04 0.10
H -1.29 -0.69 0.10
C -1.06 0.33 0.98
C -0.30 -1.43 -1.56
O 1.40 0.41 5.06
C 0.55 2.38 -4.99
O -11.74 -10.68 -0.86
C -0.01 -2.54 -0.63
F -3.27 -2.45 -1.82
F -1.65 0.30 0.70
F 0.27 0.28 -0.34
H 0.16 0.06 0.23
H -0.35 0.27 -0.49
H 0.46 -0.35 -0.22
H -0.04 -2.30 0.77
H -0.63 0.12 -0.21
C -0.95 -0.11 -1.96
C 1.34 -2.11 -2.09
O -1.30 1.83 -4.14
C -4.04 -1.32 0.78
O 1.88 -4.49 4.07
C -0.05 -0.18 0.15
F 1.02 -0.13 0.59
F -0.69 -0.88 -1.57
F 0.24 1.73 -0.16
H -0.42 0.57 -0.39
H -0.49 0.43 -1.83
H 0.06 1.20 -1.00
H 0.94 -2.63 -3.63
H 0.51 -2.76 -0.56
C 0.13 0.84 1.07
C -0.30 -1.65 1.46
O 3.66 3.28 -1.88
C 1.92 -0.47 -0.47
O -2.55 0.27 -0.61
C 0.82 1.44 3.06
F -0.60 1.82 -0.35
F -0.38 -0.20 -0.10
F -0.20 0.26 -0.77
H 0.28 0.22 0.41
H 0.17 0.05 -0.35
H -0.09 -0.39 -0.41
H -0.49 0.63 0.53
H -0.91 0.91 0.11
C 2.31 0.54 -5.97
C 0.30 -1.19 1.58
O -1.13 -0.40 -0.83
C 1.81 1.18 1.33
O 16.18 8.32 -5.67
C 0.69 1.23 -0.31
F -0.16 -0.06 0.35
F 0.24 5.71 -1.76
F 0.69 -0.56 -0.34
H 0.92 0.61 -1.03
H 4.93 4.15 -13.12
H 0.20 0.08 -0.59
H -0.65 0.21 -0.39
H -0.43 0.88 -0.70

---

The molecule C4H5NO2. Source: OMol25; level of theory: ωB97M-V/def2-TZVPD.

For the energy above the lowest of the compared OMol25 structures with the same formula, charge and spin, the calculation gives 206.0 kJ/mol. The HOMO-LUMO gap comes out at 9.84 eV. Its net charge is 0.

Positions of all 12 atoms, in Å:
O (-2.08963, 0.81524, 1.70519)
C (-1.23904, 0.10991, 1.31632)
C (-0.32745, -0.76322, 0.95093)
C (0.03743, -1.10706, -0.47411)
N (1.25449, -0.34909, -0.73092)
C (1.10405, 0.90058, -0.86317)
O (-0.06845, 1.58834, -0.83559)
H (-0.55821, 1.30919, -0.03350)
H (0.42886, -0.99953, 1.69271)
H (-0.76701, -0.86518, -1.18296)
H (0.24911, -2.17882, -0.55717)
H (1.97585, 1.53964, -0.98773)

Atomic forces in eV per Å
O 0.61 -0.35 -0.44
C -0.80 -0.49 0.83
C -0.25 0.07 0.25
C -0.06 0.02 0.06
N 0.04 0.42 -0.49
C 0.42 -0.37 -0.04
O -0.02 0.12 0.46
H 0.25 0.27 -0.76
H -0.19 0.03 0.11
H 0.12 0.01 0.19
H -0.01 0.29 0.05
H -0.09 -0.04 -0.23